No. 1
{"formula": "C3H6NO2", "method": "the ωB97M-V functional and the def2-TZVPD basis", "elements": ["C", "C", "C", "N", "O", "O", "H", "H", "H", "H", "H", "H"], "positions_angstrom": [[-0.08982, 0.15538, 0.03250], [1.00202, 0.59330, -0.86792], [-0.38046, -1.32018, 0.28998], [-0.87555, 1.01272, 0.67909], [-1.76711, 0.55459, 1.50715], [-0.60297, 2.26085, 0.46741], [0.88476, 1.63366, -1.37151], [2.09894, 0.63055, -0.35756], [1.25125, -0.20070, -1.68720], [-0.28313, -1.59401, 1.42685], [0.16645, -2.09402, -0.24057], [-1.40437, -1.63216, 0.12179]], "e_tot_ev": -8790.69755, "fmax_ev_per_a": 3.21, "charge": -1, "smiles": "CC(C)=[N+]([O-])[O-]", "homo_energy_ev": -2.52}

No. 2
{"formula": "C5H7NO", "method": "the ωB97M-V functional and the def2-TZVPD basis", "elements": ["C", "C", "C", "O", "C", "C", "N", "H", "H", "H", "H", "H", "H", "H"], "positions_angstrom": [[0.52667, 1.72829, 0.20879], [-0.23751, 0.51053, -0.24001], [-1.37333, 0.53516, -1.14119], [-1.97775, -0.48178, -1.48370], [-0.33151, -2.04198, -0.29769], [0.04954, -0.78343, 0.06022], [1.00295, -1.51408, 0.86362], [0.61349, 2.46810, -0.59819], [1.54666, 1.46117, 0.51541], [0.05197, 2.23607, 1.06035], [-1.67212, 1.52755, -1.54549], [-1.09473, -2.62823, 0.21673], [0.94974, -1.38264, 1.87044], [1.94593, -1.63471, 0.51071]], "e_tot_ev": -8831.84723, "fmax_ev_per_a": 0.54, "homo_energy_ev": -7.85}

No. 3
{"formula": "C6H8N2O3PS", "method": "the ωB97M-V functional and the def2-TZVPD basis", "elements": ["C", "C", "C", "C", "C", "C", "N", "N", "O", "O", "O", "P", "S", "H", "H", "H", "H", "H", "H", "H", "H"], "positions_angstrom": [[2.58994, 1.13217, 0.78921], [1.70021, -0.07193, -1.04069], [-0.75287, -1.11957, 1.30038], [2.09039, 2.43689, -1.27685], [-0.62150, 0.27381, 1.84373], [1.90385, 1.17661, -0.45597], [3.04506, 1.15855, 1.85984], [1.64561, -1.04477, -1.65038], [-4.13469, 1.19198, 0.79360], [-4.30802, -0.05482, -1.23747], [-1.60472, 0.92716, -0.40743], [-0.69204, 1.59383, 0.56162], [-3.59389, 0.12835, 0.00566], [-1.29543, -1.08138, 0.26962], [0.10901, -1.75568, 1.40146], [-1.55893, -1.69560, 1.76233], [1.32538, 3.07788, -0.98851], [2.98448, 3.08382, -0.93117], [2.09467, 2.38024, -2.40619], [0.31476, 0.36660, 2.45868], [-1.55296, 0.44871, 2.50469]], "e_tot_ev": -35598.31606, "fmax_ev_per_a": 3.23, "charge": -1, "homo_energy_ev": -4.45}

No. 4
{"formula": "C10H17N2O", "method": "the ωB97M-V functional and the def2-TZVPD basis", "elements": ["C", "O", "C", "C", "C", "C", "C", "C", "C", "C", "H", "H", "H", "H", "H", "H", "H", "H", "H", "H", "H", "C", "N", "N", "H", "H", "H", "H", "H", "H"], "positions_angstrom": [[3.42966, 0.52239, -1.02845], [2.03509, 0.80855, -0.82123], [1.19071, -0.16653, -0.61649], [-0.19809, 0.09806, -0.78870], [-1.10167, -0.99301, -0.89590], [-2.46147, -0.74948, -1.00387], [-2.95091, 0.56565, -1.05091], [-4.42914, 0.79571, -1.10271], [-2.04838, 1.64147, -1.03723], [-0.68475, 1.42996, -0.92474], [3.93309, 1.48885, -1.07318], [3.84172, -0.08535, -0.21257], [3.55241, -0.01095, -1.97717], [1.58144, -1.18955, -0.55734], [-0.69034, -2.00680, -0.91261], [-3.16933, -1.58522, -1.05219], [-4.65334, 1.86207, -1.11305], [-4.88158, 0.34602, -1.99236], [-4.92994, 0.35536, -0.23389], [-2.44443, 2.65755, -1.11602], [0.03140, 2.25344, -0.96447], [1.87169, -1.83475, 2.69598], [1.26164, -0.92577, 1.72713], [1.62132, 0.40643, 2.03386], [1.49046, -2.84248, 2.52159], [2.95309, -1.82985, 2.53809], [1.66771, -1.54371, 3.73443], [0.24599, -0.97848, 1.76739], [2.63245, 0.45315, 2.13979], [1.30352, 1.05727, 1.31682]], "e_tot_ev": -15664.77727, "fmax_ev_per_a": 2.15, "charge": 1, "homo_energy_ev": -11.66}

No. 5
{"formula": "C5H8O2", "method": "the ωB97M-V functional and the def2-TZVPD basis", "elements": ["O", "C", "C", "C", "C", "C", "O", "H", "H", "H", "H", "H", "H", "H", "H"], "positions_angstrom": [[0.16083, -2.41153, -0.34921], [-0.67969, -1.31099, -0.69902], [-0.34397, -0.22455, 0.32911], [1.06240, 0.40712, 0.18087], [0.49852, 1.79828, 0.51101], [-0.90050, 1.23228, 0.60418], [-1.95692, 1.79618, 0.70274], [0.27266, -2.98898, -1.11394], [-1.72888, -1.61909, -0.64384], [-0.47213, -0.97408, -1.72888], [-0.45804, -0.71125, 1.30512], [1.83945, 0.00617, 0.83400], [1.45057, 0.38565, -0.84364], [0.31958, 2.29303, -0.47200], [0.93612, 2.32175, 1.38350]], "e_tot_ev": -9408.07412, "fmax_ev_per_a": 1.50, "smiles": "O=C1CC[C@@H]1CO", "homo_energy_ev": -9.41}

No. 6
{"formula": "C3H5N2", "method": "the ωB97M-V functional and the def2-TZVPD basis", "elements": ["C", "C", "C", "N", "N", "H", "H", "H", "H", "H"], "positions_angstrom": [[-1.33434, 0.14120, -1.36509], [-1.77970, 1.13774, -0.80575], [1.01489, -0.25405, 1.15143], [1.25708, -0.71305, 0.02152], [0.81578, 0.15246, 2.24636], [-1.02639, -0.83884, -1.69342], [2.06719, -1.41996, -0.27105], [0.81353, -0.45349, -0.86553], [0.47535, 0.14364, 3.20987], [-2.35188, 1.95748, -0.49392]], "e_tot_ev": -6161.31655, "fmax_ev_per_a": 5.90, "charge": 1, "homo_energy_ev": -14.65}

No. 7
{"formula": "C32H28AuF10P", "method": "the ωB97M-V functional and the def2-TZVPD basis", "elements": ["Au", "C", "C", "C", "C", "H", "H", "H", "H", "H", "H", "H", "H", "H", "C", "H", "H", "H", "F", "C", "F", "F", "C", "C", "C", "C", "C", "C", "P", "C", "C", "C", "C", "C", "C", "C", "F", "F", "F", "C", "C", "C", "C", "C", "C", "C", "F", "F", "F", "H", "H", "H", "H", "H", "H", "H", "H", "H", "H", "H", "H", "F", "C", "C", "C", "C", "C", "C", "H", "H", "H", "H"], "positions_angstrom": [[0.08825, -0.03811, 0.68927], [-2.95782, -2.95176, 2.27447], [-1.74060, -2.46053, 1.47805], [-0.46330, -3.09931, 2.02108], [-1.70938, -0.93980, 1.52290], [-3.04768, -4.03943, 2.21206], [-3.88464, -2.50865, 1.90296], [-2.85080, -2.67954, 3.32867], [-1.87528, -2.77851, 0.43915], [-0.25073, -2.72069, 3.02694], [0.39313, -2.86369, 1.38556], [-0.55824, -4.18662, 2.07984], [-1.70525, -0.55988, 2.55038], [-2.53480, -0.48817, 0.96992], [1.43051, 0.77494, 2.21428], [0.85437, 1.48431, 2.80772], [2.24192, 1.26212, 1.67093], [1.79137, -0.06179, 2.81445], [1.21906, -6.46859, -4.86054], [0.46908, -5.35822, -4.75285], [0.48165, -4.76195, -5.96008], [-0.79247, -5.74458, -4.51296], [0.99473, -4.43954, -3.68683], [0.13827, -3.85774, -2.77042], [0.65383, -2.98971, -1.81448], [2.01328, -2.70050, -1.77245], [2.86256, -3.29797, -2.70436], [2.35792, -4.16244, -3.65851], [2.57603, -1.54969, -0.45737], [4.03593, -2.44495, 0.21837], [5.31076, -2.41332, -0.34615], [6.34471, -3.15347, 0.20555], [6.10896, -3.93747, 1.32627], [4.85168, -3.97354, 1.90731], [3.82309, -3.22305, 1.35608], [7.24041, -4.70478, 1.94900], [7.89526, -3.95999, 2.86015], [8.14686, -5.09290, 1.03692], [6.80741, -5.80757, 2.58149], [3.36407, -0.19853, -1.40009], [3.05802, 0.07196, -2.72865], [3.54121, 1.21927, -3.34414], [4.33561, 2.09993, -2.63151], [4.65332, 1.84385, -1.30351], [4.16263, 0.70328, -0.69169], [4.79432, 3.37885, -3.26894], [3.93545, 4.38831, -3.01658], [5.99484, 3.76690, -2.80520], [4.89109, 3.27309, -4.60315], [-0.91908, -4.08270, -2.79880], [-0.01156, -2.52989, -1.08917], [3.92680, -3.08928, -2.68726], [3.01763, -4.62803, -4.38075], [5.50509, -1.79679, -1.21692], [7.33197, -3.12862, -0.23651], [4.67879, -4.58046, 2.78619], [2.84024, -3.24211, 1.81581], [2.42149, -0.60203, -3.28796], [3.28711, 1.43260, -4.37514], [5.27479, 2.53696, -0.75085], [4.40070, 0.51049, 0.34925], [0.91889, 3.20971, -4.52645], [0.66697, 2.52393, -3.39105], [-0.04208, 1.34420, -3.47261], [-0.27950, 0.62731, -2.30261], [0.19287, 1.09576, -1.08307], [0.89138, 2.30007, -1.03095], [1.13580, 3.02447, -2.19373], [-0.39748, 0.99517, -4.43468], [-0.83050, -0.30513, -2.36503], [1.26360, 2.68133, -0.08728], [1.69337, 3.95250, -2.17621]], "spin_multiplicity": 3, "e_tot_ev": -73792.88375, "s2": 2.0125, "fmax_ev_per_a": 0.24, "homo_energy_ev": [-7.89, -8.54]}

No. 8
{"formula": "C2H9N2S", "method": "the ωB97M-V functional and the def2-TZVPD basis", "elements": ["S", "H", "H", "C", "C", "N", "N", "H", "H", "H", "H", "H", "H", "H"], "positions_angstrom": [[1.09206, 0.41972, 3.52412], [0.15117, 0.16010, 4.44363], [2.01873, -0.22135, 4.24634], [-0.34654, -0.65356, -1.60745], [-0.31105, 0.57037, -1.08122], [-0.38906, 0.71619, 0.38672], [-0.33608, -0.95949, -2.92907], [-0.43307, -1.49874, -0.93494], [-0.17693, 1.49929, -1.61024], [-1.30775, 1.05618, 0.67786], [-0.22855, -0.18077, 0.85399], [0.32543, 1.36468, 0.73635], [0.15154, -0.33990, -3.55601], [-0.20990, -1.93272, -3.15009]], "e_tot_ev": -16028.29418, "fmax_ev_per_a": 0.45, "charge": 1, "homo_energy_ev": -13.24}